Formula: C10H10N2O2
Source: the Open Molecules 2025 dataset
Level of theory: ωB97M-V with the def2-TZVPD basis set

## Properties
* ΔE to the lowest compared entry with this formula, charge and spin: 132.84 kcal/mol
* gap between HOMO and LUMO: 9.796 eV

Structure (ORCA input):
```
! wB97M-V def2-TZVPD RIJCOSX def2/J DEFGRID3
* xyz 0 1
C -2.415 -1.837 0.367
C -1.494 -1.514 -0.418
C -2.895 0.266 0.995
C -2.755 2.355 -0.162
C 0.663 -0.954 0.121
C 3.096 1.310 0.819
C -0.295 -0.853 -2.360
C 2.772 -0.198 0.661
C -2.682 1.571 1.074
C -0.367 -1.124 -0.933
N -3.273 -0.882 0.831
N -2.634 2.963 -1.117
O 0.485 -1.374 1.267
O 1.812 -0.487 -0.333
H -2.586 -2.836 0.616
H 3.903 1.701 0.247
H 2.295 1.923 0.511
H 3.406 1.561 1.788
H -0.203 0.184 -2.537
H -1.029 -1.334 -2.914
H 0.689 -1.177 -2.646
H 2.278 -0.676 1.583
H 3.735 -0.700 0.535
H -2.505 2.111 2.008
*
```

---

Formula: C25H25MoN4O6S
Source: the Open Molecules 2025 dataset
Level of theory: ωB97M-V with the def2-TZVPD basis set

## Properties
* ΔE to the lowest compared entry with this formula, charge and spin: 27.34 kcal/mol
* gap between HOMO and LUMO (spin up / spin down): 6.868 / 6.671 eV

Structure (ORCA input):
```
! wB97M-V def2-TZVPD RIJCOSX def2/J DEFGRID3
* xyz -1 3
Mo 1.022 0.656 0.695
N 4.085 2.074 3.844
C 3.385 1.566 2.783
S 1.729 2.057 2.646
N 3.998 0.722 2.029
N 3.220 0.181 1.000
C 3.903 -0.696 0.350
C 3.500 -1.444 -0.810
C 4.349 -2.437 -1.314
C 4.018 -3.144 -2.448
C 2.819 -2.847 -3.107
C 1.976 -1.865 -2.638
C 2.302 -1.148 -1.474
O 1.502 -0.205 -1.048
H 3.725 2.897 4.289
H 5.080 1.934 3.837
H 4.905 -0.877 0.734
H 5.274 -2.646 -0.789
H 4.673 -3.918 -2.825
H 2.547 -3.400 -3.998
H 1.041 -1.629 -3.131
O -1.830 -2.167 5.460
C -1.307 -1.612 4.532
C -1.637 -0.202 4.022
O -2.467 0.547 4.481
C -0.758 -0.026 2.859
C 0.072 -1.120 2.693
O 0.912 -1.096 1.686
C -0.160 -2.163 3.676
O 0.372 -3.244 3.811
O -0.665 0.955 2.036
C -5.255 0.499 -2.042
C -3.970 -0.041 -1.468
C -3.856 -1.382 -1.127
C -2.666 -1.857 -0.579
C -2.523 -3.301 -0.171
C -1.602 -0.993 -0.399
C -1.680 0.376 -0.726
C -2.901 0.822 -1.263
N -0.592 1.180 -0.490
C -0.449 2.521 -1.057
C -0.732 2.619 -2.565
C 1.042 2.838 -0.864
C -1.265 3.552 -0.264
H -6.000 -0.290 -2.145
H -5.092 0.940 -3.028
H -5.675 1.277 -1.402
H -4.693 -2.055 -1.280
H -3.362 -3.898 -0.529
H -2.483 -3.392 0.917
H -1.600 -3.731 -0.563
H -0.679 -1.394 -0.002
H -3.045 1.865 -1.499
H -0.414 1.701 -3.062
H -0.164 3.453 -2.985
H -1.781 2.791 -2.796
H 1.663 2.351 -1.614
H 1.353 2.520 0.151
H 1.243 3.909 -0.846
H -2.334 3.355 -0.343
H -1.073 4.564 -0.634
H -0.999 3.499 0.793
*
```

---

Formula: C18H23LiN9O2S2
Source: the Open Molecules 2025 dataset
Level of theory: ωB97M-V with the def2-TZVPD basis set

## Properties
* gap between HOMO and LUMO: 6.896 eV

Structure (ORCA input):
```
! wB97M-V def2-TZVPD RIJCOSX def2/J DEFGRID3
* xyz -1 1
Li 0.024 1.796 -0.668
C 2.301 2.390 2.841
C 1.747 2.069 1.484
N 0.510 1.825 1.281
O -0.318 1.902 2.389
C 2.624 2.047 0.292
C 4.118 2.005 0.385
N 1.997 2.051 -0.839
O 2.650 2.018 -1.970
H 1.549 2.903 3.436
H 3.194 3.008 2.760
H 2.570 1.471 3.368
H -1.184 1.743 1.969
H 4.457 1.560 1.322
H 4.564 3.001 0.295
H 4.494 1.416 -0.454
N -0.052 2.440 -2.702
N -0.167 3.763 -3.104
C -0.321 4.773 -2.216
N -0.294 6.010 -2.822
S -0.516 4.609 -0.585
H 0.923 2.118 -2.800
H -0.758 1.862 -3.134
H 0.213 4.007 -4.007
H -0.628 6.068 -3.772
H -0.595 6.753 -2.216
S -2.497 1.457 -0.244
C -2.543 -0.231 -0.492
N -3.607 -0.898 -0.794
N -3.390 -2.308 -0.961
C -3.517 -3.128 0.163
C -3.730 -4.498 -0.026
C -3.798 -5.360 1.053
C -3.656 -4.881 2.351
C -3.453 -3.522 2.542
C -3.385 -2.646 1.467
N -1.338 -1.007 -0.265
N -0.289 -0.510 -0.670
C 0.865 -1.323 -0.387
C 2.032 -1.016 -1.070
C 3.182 -1.758 -0.832
C 3.166 -2.794 0.089
C 1.992 -3.094 0.774
C 0.840 -2.365 0.538
H -4.011 -2.610 -1.697
H -3.827 -4.881 -1.036
H -3.960 -6.417 0.879
H -3.704 -5.556 3.196
H -3.346 -3.126 3.545
H -3.238 -1.588 1.633
H 2.057 -0.189 -1.769
H 4.092 -1.510 -1.362
H 4.066 -3.366 0.282
H 1.977 -3.899 1.498
H -0.082 -2.586 1.059
*
```

---

Formula: C20H30CuO19S
Source: the Open Molecules 2025 dataset
Level of theory: ωB97M-V with the def2-TZVPD basis set

## Properties
* ΔE to the lowest compared entry with this formula, charge and spin: 32.26 kcal/mol
* gap between HOMO and LUMO (spin up / spin down): 6.839 / 6.716 eV

Structure (ORCA input):
```
! wB97M-V def2-TZVPD RIJCOSX def2/J DEFGRID3
* xyz 0 2
Cu -1.020 1.129 0.169
S -3.120 2.703 0.383
O -2.793 1.738 -0.698
O -3.918 2.049 1.420
O -1.704 2.963 0.788
O -3.957 3.847 0.019
C 4.425 1.663 -0.569
C 3.342 2.709 -0.850
C 3.184 3.167 -2.325
O 1.827 2.943 -2.574
C 1.229 2.241 -1.622
O 0.093 1.882 -1.655
O 2.089 2.046 -0.593
H 3.916 0.827 -0.093
H 5.226 2.000 0.092
H 4.985 1.241 -1.407
H 3.394 3.620 -0.257
H 3.855 2.711 -3.052
H 3.417 4.233 -2.311
C -2.549 -2.872 -5.029
C -1.445 -2.161 -4.297
C -1.062 -0.729 -4.711
O -0.970 -0.043 -3.456
C -1.453 -0.827 -2.447
O -1.592 -0.503 -1.315
O -1.902 -1.986 -2.943
H -2.347 -3.280 -6.017
H -3.436 -2.243 -5.150
H -2.951 -3.659 -4.388
H -0.525 -2.738 -4.185
H -1.789 -0.204 -5.335
H -0.123 -0.634 -5.256
C -4.677 -2.824 0.017
C -4.616 -1.753 1.098
C -4.401 -2.255 2.534
O -3.067 -1.812 2.800
C -2.562 -1.110 1.801
O -1.458 -0.643 1.705
O -3.431 -0.993 0.786
H -3.782 -3.444 -0.043
H -5.045 -2.509 -0.955
H -5.403 -3.564 0.385
H -5.549 -1.191 1.064
H -4.468 -3.345 2.543
H -5.150 -1.946 3.259
C 2.632 -4.140 -1.670
C 2.525 -3.346 -0.397
C 3.616 -2.256 -0.147
O 2.868 -1.258 0.503
C 1.612 -1.301 0.073
O 0.780 -0.462 0.189
O 1.365 -2.523 -0.440
H 1.895 -4.933 -1.779
H 3.609 -4.518 -1.972
H 2.410 -3.445 -2.489
H 2.503 -4.038 0.450
H 4.080 -1.812 -1.032
H 4.335 -2.638 0.577
C 0.678 3.670 6.064
C 1.317 3.670 4.679
C 2.443 2.669 4.526
O 2.228 2.082 3.262
C 0.916 2.280 2.944
O 0.409 1.707 2.033
O 0.332 3.124 3.789
H 0.235 2.708 6.321
H -0.222 4.288 5.973
H 1.276 4.123 6.852
H 1.674 4.673 4.438
H 2.407 1.975 5.368
H 3.363 3.256 4.557
*
```

---

Formula: C6H11NO
Source: the Open Molecules 2025 dataset
Level of theory: ωB97M-V with the def2-TZVPD basis set

## Properties
* ΔE to the lowest compared entry with this formula, charge and spin: 132.63 kcal/mol
* gap between HOMO and LUMO: 7.384 eV

Structure (ORCA input):
```
! wB97M-V def2-TZVPD RIJCOSX def2/J DEFGRID3
* xyz 0 1
C 0.949 1.813 0.860
C -2.118 -0.466 0.648
C 0.773 -0.969 -0.013
C -0.109 -0.546 -0.956
N 0.241 -0.455 -2.332
C -1.213 0.118 -0.384
C 1.681 -1.674 0.606
O 0.179 0.686 1.127
H -0.476 -0.008 -2.886
H 1.141 -0.021 -2.500
H -1.631 0.942 -0.963
H 1.895 1.782 1.423
H 1.208 1.900 -0.214
H 0.432 2.736 1.159
H 1.753 -2.742 0.420
H 2.375 -1.235 1.312
H -2.572 0.311 1.262
H -2.923 -1.013 0.140
H -1.584 -1.161 1.292
*
```

---

Formula: C17H18F2N2O3S
Source: the Open Molecules 2025 dataset
Level of theory: ωB97M-V with the def2-TZVPD basis set

## Properties
* SMILES: CN(CCCC(=O)Nc1ccccc1F)S(=O)(=O)c1ccc(F)cc1
* gap between HOMO and LUMO: 9.432 eV

Structure (ORCA input):
```
! wB97M-V def2-TZVPD RIJCOSX def2/J DEFGRID3
* xyz 0 1
C -1.535 1.794 -3.165
N -0.528 0.995 -2.521
C -0.812 -0.386 -2.232
C -2.023 -0.613 -1.315
C -1.948 -1.963 -0.587
C -0.913 -1.855 0.521
O -1.170 -1.347 1.590
N 0.313 -2.331 0.170
C 1.524 -2.188 0.852
C 1.641 -1.702 2.150
C 2.890 -1.570 2.732
C 4.037 -1.922 2.042
C 3.941 -2.420 0.752
C 2.694 -2.545 0.181
F 2.581 -3.044 -1.076
S 0.563 1.757 -1.525
O 0.896 3.003 -2.148
O 1.603 0.810 -1.242
C -0.295 2.108 0.014
C -1.284 3.075 0.037
C -1.970 3.319 1.214
C -1.635 2.582 2.340
F -2.303 2.818 3.483
C -0.631 1.629 2.333
C 0.045 1.396 1.149
H -1.091 2.768 -3.357
H -1.808 1.333 -4.116
H -2.437 1.912 -2.554
H -0.957 -0.918 -3.180
H 0.103 -0.752 -1.767
H -2.942 -0.572 -1.902
H -2.065 0.179 -0.563
H -1.714 -2.763 -1.290
H -2.912 -2.169 -0.121
H 0.413 -2.735 -0.752
H 0.749 -1.433 2.689
H 2.964 -1.188 3.738
H 5.006 -1.813 2.502
H 4.813 -2.705 0.187
H -1.494 3.641 -0.856
H -2.747 4.064 1.272
H -0.400 1.081 3.231
H 0.841 0.671 1.089
*
```

---

Question: What is the formula in the fourth record?
Answer: C20H30CuO19S

---

Question: What is the formula in the fourth record?
Answer: C20H30CuO19S